1.
{"formula": "C22H32N5Re", "method": "ωB97M-V with the def2-TZVPD basis set", "total_charge": 1, "de_lowest_ev": 0.495, "e_lumo_ev": [-3.4, -4.4], "spin_multiplicity": 4, "orbital_gap_ha": [0.2487, 0.2062], "total_energy_ha": -1209.1409, "species": ["C", "C", "C", "C", "C", "Re", "C", "C", "H", "C", "H", "H", "C", "H", "H", "H", "C", "H", "H", "H", "C", "H", "H", "H", "C", "H", "H", "H", "C", "H", "H", "H", "C", "H", "H", "H", "C", "H", "H", "H", "C", "C", "C", "C", "H", "C", "H", "C", "H", "H", "H", "N", "N", "N", "C", "N", "N", "H", "H", "H"], "xyz": [[-1.91304, 0.09589, -2.19092], [-1.30873, -1.20313, -2.05146], [0.10640, -1.04916, -2.23447], [0.38663, 0.34719, -2.46353], [-0.86687, 1.05031, -2.45076], [-0.54505, 0.13680, -0.59898], [1.52397, 1.79484, 2.01214], [0.19183, 1.82986, 1.72022], [-0.53816, 1.72053, 2.52459], [-0.34651, 2.06292, 0.37169], [0.26294, 2.70539, -0.27739], [-1.38990, 2.40786, 0.40971], [2.04983, 1.47874, 3.38189], [1.29380, 0.99256, 4.00892], [2.92818, 0.82524, 3.31710], [2.38076, 2.40176, 3.87981], [2.56408, 2.34974, 1.07173], [2.11991, 2.85694, 0.21032], [3.19506, 3.08198, 1.60272], [3.23328, 1.56446, 0.69056], [-2.01641, -2.49457, -1.79812], [-3.02128, -2.31392, -1.40206], [-2.10926, -3.08144, -2.72086], [-1.46638, -3.09970, -1.06793], [1.04404, -2.21000, -2.30487], [0.94046, -2.84457, -1.41521], [0.83113, -2.83884, -3.18159], [2.08474, -1.88190, -2.36159], [1.68450, 0.96049, -2.88619], [2.50012, 0.23990, -2.83932], [1.61705, 1.33895, -3.91555], [1.94747, 1.81442, -2.24956], [-1.08765, 2.48143, -2.84181], [-0.21561, 3.09244, -2.59129], [-1.26659, 2.58064, -3.92311], [-1.95799, 2.89732, -2.32403], [-3.38546, 0.38259, -2.20009], [-3.58886, 1.39318, -1.82237], [-3.80136, 0.31511, -3.21952], [-3.92321, -0.33693, -1.56818], [1.32784, -0.64958, 0.55202], [1.16481, -0.93185, 1.88039], [2.60751, -0.80164, 0.00929], [2.09388, -1.68966, 2.61807], [0.14528, -0.70729, 2.22659], [3.60588, -1.45012, 0.75650], [2.84551, -0.43934, -0.98950], [3.34323, -1.93077, 2.04594], [1.83989, -2.08171, 3.60956], [4.59169, -1.61194, 0.30987], [4.10985, -2.49697, 2.58270], [-3.67067, -2.46814, 2.90536], [-2.98117, -1.32640, 2.53817], [-3.70380, -0.16987, 2.39391], [-2.96647, 0.49500, 1.52193], [-1.91699, -0.23871, 1.05076], [-1.96525, -1.44443, 1.65350], [-3.01811, -3.18741, 3.19212], [-4.36070, -2.22400, 3.60299], [-3.23004, 1.50952, 1.23918]]}

***

2.
{"formula": "C27H21F3N6RuS", "method": "ωB97M-V with the def2-TZVPD basis set", "total_charge": 2, "de_lowest_ev": 0.368, "e_lumo_ev": [-7.3, -8.0], "orbital_gap_ha": [0.2374, 0.2128], "total_energy_ha": -2162.2594, "species": ["Ru", "C", "C", "N", "C", "C", "C", "C", "C", "C", "C", "N", "C", "C", "C", "C", "C", "C", "C", "C", "N", "C", "H", "H", "H", "H", "H", "H", "H", "H", "H", "H", "H", "H", "F", "C", "F", "F", "C", "C", "C", "C", "N", "C", "S", "H", "H", "H", "C", "N", "C", "C", "N", "H", "H", "H", "H", "H", "H"], "xyz": [[-0.07555, -0.28387, -0.30875], [4.07811, -1.25903, 0.72594], [2.69747, -1.37609, 0.52086], [1.95461, -0.35795, 0.13095], [2.53399, 0.86193, -0.06788], [3.91583, 1.05538, 0.08291], [4.68580, -0.05286, 0.49881], [4.45952, 2.32762, -0.21697], [3.63902, 3.32639, -0.65735], [2.24633, 3.13581, -0.78216], [1.67868, 1.92597, -0.46221], [0.32612, 1.54885, -0.59450], [-0.76013, 2.41521, -0.77910], [-0.78895, 3.78444, -0.62543], [-1.97842, 4.49699, -0.86530], [-3.12654, 3.85681, -1.24790], [-3.14650, 2.44721, -1.35289], [-4.27945, 1.69379, -1.72883], [-4.19379, 0.32791, -1.79090], [-3.00084, -0.29945, -1.41598], [-1.92503, 0.37671, -1.04823], [-1.96856, 1.73959, -1.07011], [4.63885, -2.12093, 1.05690], [2.18082, -2.31296, 0.68687], [5.75392, 0.06307, 0.63369], [5.52515, 2.48598, -0.11799], [4.05305, 4.28903, -0.92343], [1.65110, 3.94539, -1.17559], [0.08767, 4.33104, -0.31182], [-1.97181, 5.57195, -0.75111], [-4.02885, 4.41657, -1.45631], [-5.20462, 2.20293, -1.96827], [-5.03547, -0.27815, -2.09215], [-2.92652, -1.37755, -1.39786], [-2.12306, -2.74593, 4.02280], [-2.58891, -1.48984, 4.07107], [-3.71887, -1.45069, 3.34936], [-2.88940, -1.20225, 5.33488], [-1.57252, -0.52263, 3.51388], [-1.02519, 0.48879, 4.26933], [-0.07890, 1.34640, 3.70079], [0.27259, 1.17987, 2.38611], [-0.27802, 0.19569, 1.65028], [-1.15611, -0.66097, 2.18753], [-1.51928, -1.84149, 0.99602], [-1.32473, 0.61010, 5.30167], [0.37085, 2.13983, 4.27883], [0.99425, 1.82393, 1.90502], [-0.61175, -5.36374, -2.05133], [0.40980, -4.32729, -2.27106], [1.62159, -4.68328, -3.02385], [0.25644, -3.14327, -1.78009], [0.09752, -2.08425, -1.33418], [-0.81668, -5.85727, -2.99928], [-1.52600, -4.90664, -1.68232], [-0.24962, -6.09330, -1.32841], [1.36089, -4.87705, -4.06310], [2.06367, -5.57626, -2.58520], [2.33644, -3.86624, -2.97668]]}

***

3.
{"formula": "C8H8O2", "method": "ωB97M-V with the def2-TZVPD basis set", "de_lowest_ev": 7.069, "e_lumo_ev": [-0.5, -0.5], "orbital_gap_ha": [0.2410, 0.2408], "total_energy_ha": -459.8231, "species": ["C", "C", "C", "C", "C", "C", "C", "C", "O", "O", "H", "H", "H", "H", "H", "H", "H", "H"], "xyz": [[-2.54977, 1.86466, 1.59238], [-1.02366, -2.28270, 0.00786], [-1.99683, 1.07673, 0.85676], [-1.07661, -1.07902, 0.21925], [-0.31559, 0.38702, -2.11524], [1.72392, 0.41600, -0.09786], [-1.33286, 0.27151, 0.00755], [2.11981, -0.57042, 0.91983], [-1.01034, 0.92418, -1.12602], [2.06440, 0.46767, -1.24576], [-3.13970, 2.54877, 2.05160], [-0.83222, -3.27676, 0.06647], [-0.49427, 0.96233, -3.01799], [0.23319, -0.53780, -1.93380], [1.04364, 1.21986, 0.31827], [3.16380, -0.73035, 0.90435], [1.55776, -1.43459, 0.62770], [1.86532, -0.22710, 1.96466]]}

***

4.
{"formula": "C5H13N3O", "method": "ωB97M-V with the def2-TZVPD basis set", "de_lowest_ev": 4.292, "e_lumo_ev": [0.8, 0.8], "orbital_gap_ha": [0.2988, 0.2988], "total_energy_ha": -437.6963, "species": ["C", "C", "C", "O", "N", "H", "H", "H", "H", "H", "H", "H", "C", "C", "N", "N", "H", "H", "H", "H", "H", "H"], "xyz": [[-1.49703, 0.54345, 0.09233], [-2.50835, 1.51564, 0.10518], [-2.64043, -1.51462, 1.55035], [-1.41175, -0.42651, -0.91014], [-2.08718, -0.38055, 1.67976], [-2.22487, -0.39132, -1.42729], [-0.49082, 0.84188, 0.37925], [-2.68756, 0.50646, 1.88082], [-3.47153, 1.26934, -0.33001], [-2.26075, 2.55067, 0.27564], [-3.60095, -1.75417, 2.00750], [-2.20793, -2.23467, 0.86535], [3.82448, -0.09234, -0.58235], [2.33154, 0.14307, -0.48608], [1.59309, -0.56938, -1.38612], [1.74766, 0.94946, 0.31244], [2.00576, -1.37623, -1.81985], [0.58784, -0.57022, -1.27082], [2.40112, 1.46345, 0.89397], [4.16926, 0.08285, -1.60217], [4.36696, 0.56859, 0.09048], [4.06143, -1.12485, -0.31822]]}

***

Copy entry 1 word for word.
{"formula": "C22H32N5Re", "method": "ωB97M-V with the def2-TZVPD basis set", "total_charge": 1, "de_lowest_ev": 0.495, "e_lumo_ev": [-3.4, -4.4], "spin_multiplicity": 4, "orbital_gap_ha": [0.2487, 0.2062], "total_energy_ha": -1209.1409, "species": ["C", "C", "C", "C", "C", "Re", "C", "C", "H", "C", "H", "H", "C", "H", "H", "H", "C", "H", "H", "H", "C", "H", "H", "H", "C", "H", "H", "H", "C", "H", "H", "H", "C", "H", "H", "H", "C", "H", "H", "H", "C", "C", "C", "C", "H", "C", "H", "C", "H", "H", "H", "N", "N", "N", "C", "N", "N", "H", "H", "H"], "xyz": [[-1.91304, 0.09589, -2.19092], [-1.30873, -1.20313, -2.05146], [0.10640, -1.04916, -2.23447], [0.38663, 0.34719, -2.46353], [-0.86687, 1.05031, -2.45076], [-0.54505, 0.13680, -0.59898], [1.52397, 1.79484, 2.01214], [0.19183, 1.82986, 1.72022], [-0.53816, 1.72053, 2.52459], [-0.34651, 2.06292, 0.37169], [0.26294, 2.70539, -0.27739], [-1.38990, 2.40786, 0.40971], [2.04983, 1.47874, 3.38189], [1.29380, 0.99256, 4.00892], [2.92818, 0.82524, 3.31710], [2.38076, 2.40176, 3.87981], [2.56408, 2.34974, 1.07173], [2.11991, 2.85694, 0.21032], [3.19506, 3.08198, 1.60272], [3.23328, 1.56446, 0.69056], [-2.01641, -2.49457, -1.79812], [-3.02128, -2.31392, -1.40206], [-2.10926, -3.08144, -2.72086], [-1.46638, -3.09970, -1.06793], [1.04404, -2.21000, -2.30487], [0.94046, -2.84457, -1.41521], [0.83113, -2.83884, -3.18159], [2.08474, -1.88190, -2.36159], [1.68450, 0.96049, -2.88619], [2.50012, 0.23990, -2.83932], [1.61705, 1.33895, -3.91555], [1.94747, 1.81442, -2.24956], [-1.08765, 2.48143, -2.84181], [-0.21561, 3.09244, -2.59129], [-1.26659, 2.58064, -3.92311], [-1.95799, 2.89732, -2.32403], [-3.38546, 0.38259, -2.20009], [-3.58886, 1.39318, -1.82237], [-3.80136, 0.31511, -3.21952], [-3.92321, -0.33693, -1.56818], [1.32784, -0.64958, 0.55202], [1.16481, -0.93185, 1.88039], [2.60751, -0.80164, 0.00929], [2.09388, -1.68966, 2.61807], [0.14528, -0.70729, 2.22659], [3.60588, -1.45012, 0.75650], [2.84551, -0.43934, -0.98950], [3.34323, -1.93077, 2.04594], [1.83989, -2.08171, 3.60956], [4.59169, -1.61194, 0.30987], [4.10985, -2.49697, 2.58270], [-3.67067, -2.46814, 2.90536], [-2.98117, -1.32640, 2.53817], [-3.70380, -0.16987, 2.39391], [-2.96647, 0.49500, 1.52193], [-1.91699, -0.23871, 1.05076], [-1.96525, -1.44443, 1.65350], [-3.01811, -3.18741, 3.19212], [-4.36070, -2.22400, 3.60299], [-3.23004, 1.50952, 1.23918]]}